# 1
DFT (wB97M-V/def2-TZVPD) results for a structure of composition C44H32Br4INO3P2S2Sr.

Its HOMO-LUMO gap is 4.61 eV. As for the net charge: -2.

CARTESIAN COORDINATES (ANGSTROEM)
Sr (0.43, -0.64, -0.34)
S (-0.17, -1.26, 1.99)
P (-1.65, -0.57, 0.97)
C (-1.71, -0.55, -0.73)
P (-1.43, -2.23, -0.63)
S (0.17, -3.16, -0.11)
C (-1.73, -2.69, -2.32)
C (-1.81, -1.65, -3.23)
C (-1.98, -1.95, -4.57)
C (-2.05, -3.27, -4.97)
C (-1.93, -4.30, -4.06)
C (-1.76, -4.02, -2.72)
C (-2.71, -3.06, 0.21)
C (-3.99, -3.01, -0.33)
C (-5.02, -3.57, 0.39)
C (-4.75, -4.17, 1.62)
C (-3.47, -4.18, 2.15)
C (-2.44, -3.60, 1.44)
C (-3.07, -0.96, 1.93)
C (-3.01, -1.40, 3.24)
C (-4.18, -1.58, 3.94)
C (-5.39, -1.31, 3.32)
C (-5.44, -0.82, 2.02)
C (-4.27, -0.63, 1.33)
C (-1.78, 1.20, 1.26)
C (-1.71, 1.78, 2.51)
C (-1.90, 3.15, 2.63)
C (-2.14, 3.91, 1.50)
C (-2.19, 3.33, 0.24)
C (-2.01, 1.97, 0.13)
H (-1.75, -0.63, -2.87)
H (-2.04, -1.14, -5.29)
H (-2.19, -3.50, -6.02)
H (-1.95, -5.33, -4.39)
H (-1.65, -4.79, -1.96)
H (-4.12, -2.50, -1.28)
H (-6.03, -3.55, 0.00)
H (-5.56, -4.62, 2.17)
H (-3.28, -4.64, 3.11)
H (-1.41, -3.56, 1.83)
H (-2.04, -1.63, 3.69)
H (-4.15, -1.94, 4.96)
H (-6.31, -1.49, 3.87)
H (-6.40, -0.60, 1.56)
H (-4.21, -0.25, 0.30)
H (-1.54, 1.16, 3.38)
H (-1.86, 3.61, 3.60)
H (-2.31, 4.98, 1.61)
H (-2.38, 3.94, -0.63)
H (-2.07, 1.46, -0.83)
Br (4.68, -0.79, -6.51)
C (3.95, -1.02, -4.81)
C (4.69, -1.64, -3.82)
Br (6.39, -2.33, -4.15)
C (4.15, -1.69, -2.53)
Br (5.06, -2.12, -0.95)
C (2.89, -1.21, -2.21)
O (2.53, -1.11, -0.95)
C (2.10, -0.58, -3.25)
O (0.99, -0.02, -2.91)
C (2.69, -0.49, -4.51)
Br (1.75, 0.58, -5.73)
I (1.01, 5.00, -3.35)
C (1.08, 3.89, -1.56)
C (1.00, 4.58, -0.35)
C (1.14, 3.77, 0.79)
C (1.33, 2.41, 0.67)
N (1.36, 1.73, -0.53)
C (1.26, 2.54, -1.64)
H (0.84, 5.64, -0.30)
H (1.09, 4.24, 1.76)
H (1.45, 1.75, 1.51)
H (1.31, 1.97, -2.57)
C (4.33, 1.36, -0.58)
C (4.02, 1.12, 0.88)
O (3.29, 0.22, 1.26)
C (4.67, 2.02, 1.88)
C (5.83, 2.75, 1.62)
C (6.40, 3.52, 2.62)
C (5.82, 3.58, 3.88)
C (4.66, 2.87, 4.14)
C (4.10, 2.09, 3.15)
H (3.49, 0.85, -1.09)
H (5.29, 0.91, -0.80)
H (4.37, 2.42, -0.80)
H (6.30, 2.70, 0.65)
H (7.30, 4.09, 2.42)
H (6.27, 4.19, 4.65)
H (4.21, 2.93, 5.12)
H (3.21, 1.51, 3.32)


# 2
DFT (wB97M-V/def2-TZVPD) results for the ion C6H14N2 with charge +1.

Its HOMO-LUMO gap (alpha / beta) is 10.73 / 5.63 eV. The spin multiplicity is 2. As for the net charge: +1.

CARTESIAN COORDINATES (ANGSTROEM)
C (0.25, 2.40, -0.41)
N (0.68, 1.26, 0.35)
C (0.36, -0.05, -0.11)
C (-0.53, -0.87, 0.89)
C (-1.90, -0.23, 1.07)
C (-2.96, -1.02, 0.99)
C (1.64, -0.93, -0.37)
N (1.82, -1.03, -1.79)
H (-0.62, 2.17, -1.02)
H (-0.14, 3.20, 0.23)
H (0.99, 2.93, -1.02)
H (1.63, 1.32, 0.70)
H (-0.22, 0.02, -1.03)
H (-0.70, -1.87, 0.52)
H (0.02, -0.83, 1.84)
H (-1.83, 0.82, 1.30)
H (-3.99, -0.71, 1.02)
H (-2.90, -2.11, 0.97)
H (1.49, -1.90, 0.09)
H (2.54, -0.55, 0.13)
H (2.01, -0.17, -2.29)
H (2.35, -1.84, -2.06)


# 3
DFT (wB97M-V/def2-TZVPD) results for a structure of composition C11H3Cl3F9GeMoNO5Se4.

Its HOMO-LUMO gap (alpha / beta) is 4.50 / 4.67 eV. The spin multiplicity is 2. As for the net charge: +1.

CARTESIAN COORDINATES (ANGSTROEM)
Mo (0.26, 0.25, 0.32)
Se (-0.07, 0.06, 2.67)
Se (1.91, -0.12, 3.90)
Se (3.65, -0.16, 2.40)
Se (2.66, 0.12, 0.31)
O (-0.44, 0.14, -7.59)
C (-1.57, 0.11, -7.32)
O (-2.70, 0.08, -7.06)
C (-0.79, -0.02, -4.42)
C (0.55, 0.04, -4.16)
C (0.86, 0.11, -2.81)
N (-0.10, 0.11, -1.88)
C (-1.39, 0.06, -2.22)
C (-1.82, 0.01, -3.54)
C (-2.38, 0.04, -1.04)
O (-3.56, 0.05, -1.22)
O (-1.72, 0.03, 0.09)
H (1.32, 0.00, -4.91)
H (1.89, 0.14, -2.48)
H (-2.88, -0.02, -3.77)
F (0.18, 5.19, 1.50)
C (0.11, 3.88, 1.40)
F (1.22, 3.35, 1.97)
F (-0.93, 3.43, 2.10)
C (0.02, 3.39, -0.08)
O (0.06, 2.01, -0.12)
C (-1.33, 3.82, -0.75)
F (-2.36, 3.37, -0.03)
F (-1.41, 5.14, -0.87)
F (-1.41, 3.27, -1.96)
C (1.23, 3.91, -0.92)
F (1.26, 5.22, -1.03)
F (1.19, 3.37, -2.15)
F (2.38, 3.50, -0.36)
Cl (-1.80, -3.13, 0.47)
Ge (0.09, -2.31, -0.04)
Cl (0.55, -3.12, -1.98)
Cl (1.51, -3.21, 1.35)


# 4
DFT (wB97M-V/def2-TZVPD) results for an isolated molecule of C5H7N.

Its HOMO-LUMO gap is 10.03 eV.

CARTESIAN COORDINATES (ANGSTROEM)
C (1.18, 0.00, -0.70)
C (0.74, 1.20, -0.30)
C (-0.55, 1.00, 0.42)
N (-1.32, 0.08, -0.55)
C (-0.66, -0.46, 0.61)
C (0.60, -1.13, 0.15)
H (1.77, -0.18, -1.59)
H (1.09, 2.17, -0.64)
H (-0.93, 1.74, 1.13)
H (-2.30, -0.19, -0.55)
H (-1.29, -0.83, 1.42)
H (1.30, -1.35, 0.96)
H (0.34, -2.05, -0.37)


How do the records compare in largest force on an atom? In the order shown, they have 12.68; 2.09; 1.97; 1.40 eV Å⁻¹.